This record from the Open Molecules 2025 dataset describes 18 unconnected molecules or ions with the total composition C97H90N18O14 in a non-equilibrium geometry. The level of theory is ωB97M-V/def2-TZVPD.

Computed properties:
E_tot = -157510.53072 eV

Positions of all 219 atoms, in Å:
C -6.829 5.106 -1.479
C -7.328 3.964 -2.098
C -6.515 3.345 -3.031
C -5.213 3.790 -3.263
C -4.751 4.927 -2.624
C -5.630 5.627 -1.749
N -4.331 3.038 -4.181
O -3.432 3.631 -4.784
O -4.514 1.797 -4.335
H -7.403 5.644 -0.739
H -8.199 3.474 -1.689
H -6.902 2.499 -3.581
H -3.761 5.329 -2.785
H -5.222 6.481 -1.228
C 0.439 -1.272 6.195
C -0.587 -1.566 5.341
C -1.543 -2.502 5.712
C -1.450 -3.146 6.940
C -0.465 -2.803 7.853
C 0.545 -1.918 7.445
N -2.497 -4.094 7.371
O -3.236 -4.624 6.490
O -2.597 -4.391 8.624
H 1.080 -0.492 5.811
H -0.620 -0.999 4.423
H -2.390 -2.782 5.104
H -0.401 -3.308 8.806
H 1.354 -1.746 8.140
C -1.973 1.522 -1.317
C -2.228 0.671 -0.271
C -1.155 0.107 0.483
C 0.155 0.502 0.263
C 0.380 1.484 -0.702
C -0.655 1.993 -1.559
N 1.283 0.038 1.139
O 0.936 -0.688 2.110
O 2.483 0.295 0.842
H -2.842 1.912 -1.825
H -3.261 0.378 -0.150
H -1.476 -0.671 1.160
H 1.376 1.862 -0.877
H -0.495 2.790 -2.270
C 1.144 2.351 5.284
C 2.132 1.720 4.478
C 2.473 2.244 3.242
C 1.842 3.499 2.875
C 0.916 4.095 3.759
C 0.653 3.599 4.977
N 2.267 4.156 1.631
O 2.381 5.373 1.604
O 2.385 3.409 0.667
H 1.023 1.946 6.278
H 2.427 0.740 4.823
H 3.171 1.757 2.576
H 0.594 5.119 3.646
H -0.016 4.228 5.546
C 4.219 1.294 -1.956
C 4.805 2.501 -2.318
C 5.982 2.575 -3.048
C 6.535 1.381 -3.510
C 5.906 0.171 -3.172
C 4.718 0.100 -2.444
N 7.769 1.400 -4.302
O 8.352 2.465 -4.386
O 8.159 0.292 -4.755
H 3.274 1.256 -1.433
H 4.185 3.332 -2.018
H 6.401 3.536 -3.306
H 6.342 -0.796 -3.371
H 4.320 -0.882 -2.239
C 6.865 -3.184 0.009
C 6.982 -3.593 -1.330
C 7.158 -4.932 -1.529
C 6.967 -5.919 -0.526
C 6.773 -5.469 0.761
C 6.679 -4.091 1.032
N 7.148 -7.369 -0.943
O 7.633 -7.645 -2.018
O 6.696 -8.177 -0.138
H 6.709 -2.139 0.231
H 7.015 -2.867 -2.130
H 7.463 -5.235 -2.519
H 6.682 -6.181 1.568
H 6.661 -3.746 2.056
C -4.821 -6.555 2.385
C -4.771 -5.713 3.460
C -4.590 -4.384 3.204
C -4.319 -3.871 1.945
C -4.449 -4.754 0.840
C -4.644 -6.062 1.069
N -3.965 -2.470 1.808
O -3.681 -1.954 0.685
O -3.930 -1.724 2.798
H -4.913 -7.621 2.537
H -4.816 -6.045 4.487
H -4.534 -3.730 4.062
H -4.114 -4.462 -0.144
H -4.669 -6.840 0.320
N -0.258 2.671 -9.206
C 0.791 3.023 -8.451
C 0.618 3.639 -7.188
C -0.654 3.737 -6.655
C -1.725 3.350 -7.399
C -1.490 2.908 -8.719
H 1.761 2.791 -8.866
H 1.488 4.000 -6.660
H -0.828 4.104 -5.654
H -2.725 3.510 -7.026
H -2.352 2.772 -9.355
N 0.421 -0.232 -7.252
C 1.724 0.047 -7.001
C 2.260 0.583 -5.814
C 1.283 0.967 -4.837
C -0.108 0.679 -5.049
C -0.467 0.154 -6.310
H 2.432 -0.200 -7.778
H 3.327 0.599 -5.649
H 1.535 1.380 -3.872
H -0.784 0.989 -4.266
H -1.497 -0.110 -6.501
N -0.814 -5.987 1.995
C -0.545 -4.789 2.599
C -0.521 -3.615 1.952
C -0.356 -3.645 0.601
C -0.432 -4.895 -0.065
C -0.679 -6.025 0.655
H -0.695 -4.765 3.668
H -0.361 -2.672 2.452
H -0.205 -2.736 0.039
H -0.308 -4.988 -1.134
H -0.810 -6.959 0.128
N 5.876 0.692 2.811
C 6.830 -0.021 3.399
C 7.932 -0.456 2.631
C 8.119 -0.037 1.309
C 7.056 0.727 0.720
C 6.072 1.145 1.560
H 6.652 -0.250 4.440
H 8.651 -1.116 3.094
H 8.953 -0.317 0.683
H 7.143 1.095 -0.292
H 5.365 1.815 1.094
N 2.941 -2.292 4.862
C 2.490 -3.541 4.981
C 2.387 -4.450 3.889
C 2.886 -4.044 2.611
C 3.486 -2.795 2.534
C 3.448 -1.919 3.635
H 2.156 -3.803 5.973
H 1.991 -5.450 3.984
H 3.025 -4.730 1.787
H 3.924 -2.440 1.613
H 3.713 -0.883 3.484
N -1.827 -2.350 -4.395
C -3.148 -2.112 -4.628
C -4.150 -2.192 -3.703
C -3.791 -2.520 -2.395
C -2.439 -2.782 -2.100
C -1.491 -2.657 -3.111
H -3.323 -1.695 -5.609
H -5.139 -1.811 -3.910
H -4.629 -2.528 -1.713
H -2.182 -3.174 -1.127
H -0.431 -2.865 -3.094
N -2.757 3.070 5.238
C -2.568 1.749 4.874
C -3.475 0.726 5.322
C -4.633 1.116 6.039
C -4.855 2.496 6.335
C -3.819 3.402 5.985
H -1.695 1.491 4.294
H -3.151 -0.302 5.263
H -5.395 0.390 6.282
H -5.736 2.809 6.876
H -3.779 4.438 6.289
N -3.607 6.108 0.942
C -2.240 6.112 0.814
C -1.523 4.923 1.194
C -2.223 3.772 1.686
C -3.615 3.877 1.791
C -4.283 5.006 1.328
H -1.707 7.037 0.653
H -0.453 4.872 1.060
H -1.704 2.851 1.903
H -4.135 2.976 2.081
H -5.355 5.088 1.224
N 3.329 -4.138 -3.845
C 3.688 -4.706 -2.621
C 3.336 -4.189 -1.422
C 2.651 -2.982 -1.398
C 2.306 -2.290 -2.608
C 2.702 -2.946 -3.791
H 4.295 -5.597 -2.666
H 3.712 -4.669 -0.531
H 2.416 -2.540 -0.441
H 1.902 -1.291 -2.677
H 2.361 -2.618 -4.762
N -7.830 -0.596 1.247
C -6.973 0.450 1.313
C -6.168 0.961 0.220
C -6.092 0.259 -0.973
C -6.910 -0.918 -1.031
C -7.696 -1.318 0.096
H -6.908 0.929 2.279
H -5.636 1.892 0.352
H -5.638 0.636 -1.877
H -7.042 -1.458 -1.956
H -8.232 -2.255 0.058
N -0.305 5.148 -2.783
C -1.113 6.081 -3.328
C -1.003 7.399 -2.991
C -0.118 7.796 -2.015
C 0.733 6.876 -1.417
C 0.592 5.518 -1.847
H -1.895 5.878 -4.044
H -1.603 8.147 -3.487
H -0.111 8.804 -1.629
H 1.451 7.133 -0.652
H 1.237 4.741 -1.464